{"formula": "C4H2Cl3NO3S2", "method": "wB97M-V/def2-TZVPD", "spin_multiplicity": 3, "gap_ev": [5.9, 6.4], "e_homo_ev": [-6.38, -10.02], "e_above_lowest_kcal_mol": 0.0, "lumo_energy_ev": [-0.50, -3.57], "s2": 2.030, "charge": 0, "elements": ["S", "Cl", "C", "C", "Cl", "O", "C", "Cl", "O", "H", "C", "O", "N", "H", "S"], "xyz": [[-3.44, 1.96, -0.34], [0.47, -2.67, 0.39], [-1.30, 1.37, 0.82], [-1.28, 0.98, -0.53], [0.07, -0.77, -2.59], [3.10, -3.72, -0.68], [0.25, 0.17, -1.19], [-0.01, 1.28, 2.02], [1.20, 0.31, -0.54], [3.04, -0.63, 0.49], [-2.52, 2.04, 1.14], [3.22, -1.55, 0.80], [-2.27, 1.32, -1.31], [-3.06, 2.36, 1.95], [2.56, -2.44, -0.44]]}



{"formula": "C4H2ClFS2", "method": "wB97M-V/def2-TZVPD", "spin_multiplicity": 1, "gap_ev": 6.9, "smiles": "F/C(Cl)=C/C(=S)C=S", "e_homo_ev": -8.99, "e_above_lowest_kcal_mol": 14.6, "lumo_energy_ev": -2.06, "charge": 0, "elements": ["H", "C", "S", "Cl", "S", "C", "C", "F", "H", "C"], "xyz": [[0.13, -1.43, 0.00], [-0.35, -0.53, -0.05], [-0.43, 2.12, -0.03], [-2.89, 0.39, -0.11], [2.67, -0.69, -0.11], [0.39, 0.70, 0.02], [-1.64, -0.74, -0.11], [-2.05, -2.10, 0.08], [2.29, 1.63, 0.30], [1.88, 0.64, 0.02]]}